Here is a cluster of 4 separate species, C4H14NO3 in total in a non-equilibrium geometry from the Open Molecules 2025 dataset. Energies are from ωB97M-V/def2-TZVPD.

Calculated values
highest occupied orbital energy: -4.1 eV
net charge: -1

Geometry (Å):
C1 2.24 1.92 0.39
C2 0.89 1.22 0.31
N1 1.09 0.07 -0.58
C3 -0.66 -1.57 0.46
C4 -1.85 -0.93 -0.08
O1 -1.86 -0.71 -1.47
H1 2.29 2.89 0.90
H2 2.50 2.30 -0.62
H3 2.88 1.08 0.71
H4 0.63 0.82 1.33
H5 0.02 1.78 0.00
H6 0.36 -0.73 -0.14
H7 -0.36 -1.34 1.50
H8 -0.73 -2.68 0.40
H9 -2.67 -1.58 0.26
H10 -2.13 0.08 0.28
H11 -2.79 -0.87 -1.80
H12 -5.04 -0.92 -2.89
O2 -4.35 -0.92 -2.22
H13 3.67 -0.47 2.05
H14 2.05 0.06 -0.92
O3 3.81 0.48 2.12

---

Here is a cluster of 3 separate species, C4H14NO3 in total in a non-equilibrium geometry from the Open Molecules 2025 dataset. Energies are from ωB97M-V/def2-TZVPD.

Calculated values
highest occupied orbital energy: -3.5 eV
net charge: -1

Geometry (Å):
C1 1.17 -2.24 1.73
C2 1.23 -1.31 0.45
N1 0.04 -0.36 0.34
C3 -0.33 0.14 -1.08
C4 -0.81 1.65 -1.06
O1 0.09 2.59 -1.16
H1 2.12 -2.53 2.07
H2 0.88 -1.69 2.70
H3 0.49 -3.19 1.45
H4 1.33 -2.01 -0.33
H5 2.15 -0.79 0.42
H6 0.37 0.43 0.89
H7 0.41 0.05 -1.86
H8 -1.26 -0.51 -1.19
H9 -1.49 1.64 -0.13
H10 -1.68 1.72 -1.74
H11 2.46 2.15 0.37
H12 0.97 2.30 0.07
O2 1.58 2.04 0.90
H13 -2.03 -2.66 -0.27
H14 -2.49 -1.40 -0.29
O3 -2.92 -2.19 -0.34

---

Here is a cluster of 3 separate species, C4H14NO3 in total in a non-equilibrium geometry from the Open Molecules 2025 dataset. Energies are from ωB97M-V/def2-TZVPD.

Calculated values
highest occupied orbital energy: -3.2 eV
net charge: -1

Geometry (Å):
C1 0.95 1.09 2.13
C2 0.96 1.12 0.59
N1 0.46 -0.12 0.01
C3 0.02 0.02 -1.39
C4 -1.09 -1.12 -1.65
O1 -2.33 -0.64 -1.42
H1 0.72 2.05 2.55
H2 0.13 0.44 2.45
H3 1.91 0.71 2.46
H4 1.95 1.38 0.20
H5 0.36 1.98 0.27
H6 -0.42 -0.27 0.50
H7 -0.56 0.93 -1.54
H8 0.81 -0.25 -2.08
H9 -0.80 -1.88 -0.89
H10 -0.82 -1.60 -2.61
H11 -3.12 0.98 -0.22
H12 -2.93 -0.29 0.42
O2 -3.43 0.53 0.58
H13 2.17 -2.42 -0.02
H14 2.25 -0.93 -0.24
O3 2.80 -1.72 -0.09

---

Here is a structure of composition C4H14NO3 in a non-equilibrium geometry from the Open Molecules 2025 dataset. Energies are from ωB97M-V/def2-TZVPD.

Calculated values
highest occupied orbital energy: -4.3 eV
net charge: -1

Geometry (Å):
C1 0.21 -0.90 -2.56
N1 0.58 0.04 -1.43
C2 0.73 -0.74 -0.22
C3 -0.49 1.06 -1.21
C4 -0.42 1.86 0.06
O1 -1.36 1.61 1.00
H1 0.12 -0.40 -3.49
H2 -0.68 -1.42 -2.59
H3 1.00 -1.71 -2.60
H4 0.79 -1.89 -0.38
H5 -0.10 -0.70 0.59
H6 1.57 -0.33 0.28
H7 -0.13 1.74 -1.99
H8 -1.53 0.68 -1.41
H9 -0.52 3.04 -0.14
H10 0.51 1.81 0.44
H11 1.48 -1.37 2.96
H12 0.00 -1.40 2.54
O2 0.90 -1.97 2.55
H13 -1.31 0.70 1.87
H14 -0.42 0.48 3.05
O3 -0.94 -0.18 2.69

---

Here is a cluster of 4 separate species, C4H14NO3 in total in a non-equilibrium geometry from the Open Molecules 2025 dataset. Energies are from ωB97M-V/def2-TZVPD.

Calculated values
highest occupied orbital energy: -13.3 eV
net charge: +1

Geometry (Å):
C1 2.71 -1.70 -0.68
C2 1.32 -1.68 -0.01
C3 1.01 -2.19 1.30
C4 0.22 -1.66 -1.01
N1 0.55 -0.26 -0.52
H1 2.55 -2.29 -1.54
H2 3.39 -2.24 -0.03
H3 2.99 -0.74 -0.74
H4 1.47 -1.84 2.23
H5 0.11 -2.83 1.49
H6 0.59 -1.83 -2.00
H7 -0.81 -1.99 -0.77
H8 0.65 0.34 -1.33
H9 -1.34 0.27 1.80
H10 -0.21 0.25 0.93
O1 -0.75 0.91 1.39
H11 -1.20 4.39 1.17
H12 -0.90 2.83 1.30
O2 -1.48 3.51 0.86
H13 -2.73 2.15 -0.85
H14 -3.27 1.18 -1.65
O3 -2.37 1.52 -1.49

---

Here is a cluster of 3 separate species, C4H14NO3 in total in a non-equilibrium geometry from the Open Molecules 2025 dataset. Energies are from ωB97M-V/def2-TZVPD.

Calculated values
highest occupied orbital energy: -14.4 eV
net charge: +1

Geometry (Å):
C1 -0.84 -2.53 1.13
C2 -0.56 -1.06 0.39
C3 0.85 -0.71 0.32
C4 1.45 -0.72 -1.13
O1 0.87 -0.30 -2.14
N1 -1.45 -0.13 1.25
H1 -0.49 -3.35 0.49
H2 -1.95 -2.79 1.32
H3 -0.30 -2.71 2.06
H4 -1.11 -1.10 -0.49
H5 1.44 -1.40 1.06
H6 0.95 0.30 0.93
H7 2.44 -0.99 -1.19
H8 -1.11 0.18 2.12
H9 -2.45 -0.71 1.43
H10 -1.78 0.68 0.67
H11 -3.08 1.80 -0.94
H12 -1.50 1.89 -0.83
O2 -2.37 2.08 -0.41
H13 1.98 3.11 0.13
H14 2.52 1.84 -0.61
O3 2.64 2.50 0.15